Record 1
Density functional theory data (ωB97M-V/def2-TZVPD) for a structure of composition C14H17BF6N6OTc.

Element x y z (Å)
1 H -1.238 -0.748 3.474
2 N -1.767 -0.306 1.464
3 B -3.182 -0.558 -0.876
4 N -2.854 -0.825 0.644
5 C -3.797 -1.327 1.469
6 Tc -0.567 1.420 1.359
7 H -4.769 -1.629 1.081
8 C -3.320 -1.316 2.766
9 H -3.875 -1.600 3.644
10 C -2.018 -0.782 2.714
11 H -4.400 -0.471 -0.973
12 C 2.969 0.220 -2.206
13 H 3.805 0.926 -2.147
14 H 2.289 0.397 -1.370
15 H 2.434 0.337 -3.152
16 N -2.822 -1.647 -1.991
17 N -2.629 0.904 -1.007
18 N -1.569 -2.171 -1.973
19 N -1.403 1.387 -0.419
20 C -3.507 -2.220 -3.036
21 C -3.376 1.974 -1.371
22 H -4.556 -2.063 -3.189
23 H -4.396 1.824 -1.725
24 C -2.610 -2.970 -3.778
25 C -2.641 3.135 -1.150
26 C -1.388 -2.875 -3.082
27 C -1.389 2.731 -0.596
28 H -2.786 -3.519 -4.676
29 H -2.984 4.142 -1.296
30 H -0.435 -3.290 -3.380
31 H -0.473 3.303 -0.560
32 H 3.338 -0.765 -2.141
33 C 2.346 1.482 4.150
34 C 2.391 1.297 2.646
35 O 1.240 1.640 1.925
36 C 3.588 2.226 2.195
37 F 4.692 2.139 3.015
38 F 3.994 1.922 0.938
39 F 3.159 3.513 2.200
40 C 2.754 -0.152 2.226
41 F 4.032 -0.441 2.596
42 F 1.925 -1.048 2.843
43 F 2.620 -0.357 0.895
44 H 2.068 2.511 4.386
45 H 3.353 1.299 4.490
46 H 1.684 0.766 4.629

## Properties
charge: +2
HOMO (alpha / beta): -16.08 / -16.10 eV
2S+1: 4
Kohn-Sham gap (alpha / beta): 7.207 / 5.658 eV
lowest unoccupied orbital energy (alpha / beta): -8.9 / -10.4 eV

***

Record 2
Density functional theory data (ωB97M-V/def2-TZVPD) for a structure of composition C14H17BF6N6OV.

Element x y z (Å)
1 H 2.280 0.676 -1.726
2 N 0.190 0.707 -1.483
3 B -2.295 0.758 -1.811
4 N -0.857 0.821 -2.367
5 C -0.391 0.902 -3.622
6 V -0.068 0.794 0.694
7 H -1.090 0.992 -4.449
8 C 1.000 0.854 -3.559
9 H 1.678 0.915 -4.385
10 C 1.321 0.725 -2.208
11 H -3.144 0.904 -2.653
12 C -0.744 -0.062 2.547
13 H 0.124 0.234 3.171
14 H -0.757 -1.150 2.590
15 H -1.687 0.333 2.955
16 N -2.393 1.839 -0.693
17 N -2.373 -0.619 -1.115
18 N -1.506 1.852 0.403
19 N -1.496 -0.923 -0.096
20 C -3.197 2.900 -0.602
21 C -3.180 -1.664 -1.382
22 H -3.949 3.015 -1.366
23 H -3.931 -1.559 -2.149
24 C -2.848 3.651 0.533
25 C -2.842 -2.683 -0.486
26 C -1.778 2.988 1.143
27 C -1.785 -2.170 0.300
28 H -3.313 4.558 0.858
29 H -3.314 -3.634 -0.405
30 H -1.183 3.186 2.026
31 H -1.270 -2.622 1.123
32 H 0.806 1.921 -0.020
33 C 3.148 -0.642 2.602
34 C 2.742 -1.056 1.191
35 O 1.645 -0.475 0.701
36 C 3.986 -0.763 0.242
37 F 5.130 -1.328 0.735
38 F 3.807 -1.195 -1.031
39 F 4.190 0.589 0.187
40 C 2.484 -2.631 1.189
41 F 3.572 -3.329 1.632
42 F 1.453 -2.912 2.045
43 F 2.135 -3.096 -0.033
44 H 3.347 0.432 2.583
45 H 4.043 -1.189 2.914
46 H 2.309 -0.845 3.273

## Properties
charge: 0
HOMO (alpha / beta): -8.09 / -8.83 eV
2S+1: 4
Kohn-Sham gap (alpha / beta): 7.869 / 5.670 eV
lowest unoccupied orbital energy (alpha / beta): -0.2 / -3.2 eV

***

Record 3
Density functional theory data (ωB97M-V/def2-TZVPD) for a structure of composition C14H17Cl11CuF15MgO15S5.

Element x y z (Å)
1 Cu -0.532 1.152 2.980
2 Mg 0.476 3.027 -1.147
3 C -1.964 2.564 -4.724
4 F -2.751 1.808 -3.939
5 F -0.959 1.814 -5.168
6 F -2.708 2.936 -5.770
7 S -1.399 4.033 -3.773
8 O -0.755 3.361 -2.626
9 O -0.483 4.743 -4.595
10 O -2.630 4.679 -3.450
11 C 4.195 1.686 -3.119
12 F 4.777 2.519 -2.269
13 F 4.986 1.482 -4.167
14 F 4.042 0.494 -2.481
15 S 2.553 2.298 -3.649
16 O 1.962 2.554 -2.326
17 O 2.822 3.493 -4.376
18 O 1.912 1.244 -4.390
19 C 2.582 4.466 2.321
20 F 2.768 4.393 3.640
21 F 1.583 5.319 2.058
22 F 3.688 4.911 1.744
23 S 2.132 2.814 1.664
24 O 1.845 3.069 0.272
25 O 3.251 1.957 1.910
26 O 0.975 2.462 2.504
27 C 1.092 -1.230 -0.376
28 F 2.232 -0.700 0.062
29 F 1.208 -1.573 -1.639
30 F 0.823 -2.324 0.366
31 S -0.308 -0.064 -0.192
32 O -0.382 0.099 1.266
33 O 0.156 1.147 -0.789
34 O -1.421 -0.681 -0.788
35 C -3.378 3.036 0.159
36 F -3.154 1.819 -0.343
37 F -3.572 3.911 -0.812
38 F -4.475 3.007 0.947
39 S -1.903 3.564 1.129
40 O -2.171 4.850 1.662
41 O -1.799 2.487 2.145
42 O -0.874 3.505 0.122
43 Cl -0.934 -3.752 2.160
44 C -2.682 -4.095 1.942
45 C -2.963 -4.090 0.467
46 Cl -4.586 -4.765 0.153
47 H -3.257 -3.297 2.397
48 H -2.801 -5.064 2.408
49 H -2.256 -4.706 -0.079
50 H -2.938 -3.076 0.076
51 Cl -2.743 -0.637 2.842
52 C -4.223 0.327 2.617
53 C -4.626 0.993 3.911
54 Cl -3.332 1.891 4.729
55 H -5.008 -0.355 2.305
56 H -4.001 1.045 1.841
57 H -4.975 0.227 4.600
58 H -5.455 1.668 3.712
59 Cl 1.416 -0.202 3.849
60 C 2.253 -1.693 3.401
61 C 3.060 -2.280 4.542
62 Cl 2.031 -2.736 5.920
63 H 2.887 -1.454 2.548
64 H 1.575 -2.471 3.042
65 H 3.821 -1.576 4.879
66 H 3.560 -3.184 4.209
67 Cl 2.316 -7.153 0.847
68 C 1.704 -5.786 -0.130
69 C 2.789 -4.859 -0.582
70 Cl 3.737 -5.518 -1.927
71 H 1.010 -5.242 0.516
72 H 1.077 -6.180 -0.925
73 H 3.483 -4.639 0.224
74 H 2.321 -3.926 -0.890
75 C 0.739 -1.804 -5.070
76 Cl -0.985 -1.777 -4.613
77 Cl 0.910 -1.489 -6.789
78 Cl 1.387 -3.417 -4.707
79 H 1.246 -1.056 -4.472

## Properties
charge: -1
HOMO (alpha / beta): -7.29 / -7.29 eV
2S+1: 2
Kohn-Sham gap (alpha / beta): 7.643 / 4.685 eV
lowest unoccupied orbital energy (alpha / beta): 0.4 / -2.6 eV

***

Record 4
Density functional theory data (ωB97M-V/def2-TZVPD) for a structure of composition C14H17F6N3NiO2Sb.

Element x y z (Å)
1 Ni -0.812 0.218 -0.069
2 O -0.165 2.204 -0.350
3 C 0.603 2.958 0.654
4 C -0.179 3.153 1.951
5 C -0.850 1.907 2.623
6 C 0.049 0.703 2.658
7 C 0.809 0.464 3.806
8 C 1.682 -0.617 3.833
9 C 1.770 -1.472 2.723
10 C 1.026 -1.164 1.600
11 N 0.137 -0.133 1.586
12 H -0.657 2.820 -0.918
13 H 0.882 3.951 0.253
14 H 1.532 2.400 0.815
15 H -0.955 3.908 1.823
16 H 0.513 3.592 2.671
17 H -1.825 1.676 2.142
18 H -1.045 2.198 3.658
19 H 0.698 1.124 4.671
20 H 2.315 -0.805 4.697
21 H 2.373 -2.387 2.727
22 H 1.079 -1.769 0.683
23 F -2.869 1.056 -0.510
24 Sb -4.058 -0.349 0.201
25 F -5.530 0.731 -0.085
26 F -4.229 -1.142 -1.545
27 F -5.042 -1.763 0.892
28 F -2.308 -1.335 0.403
29 F -3.813 0.387 1.981
30 N 3.786 -0.614 -3.342
31 C 3.084 -1.792 -3.233
32 O 3.593 -2.916 -3.321
33 C 1.611 -1.613 -2.933
34 C 0.674 -2.404 -3.650
35 C -0.671 -2.306 -3.427
36 C -1.135 -1.484 -2.400
37 N -0.246 -0.732 -1.700
38 C 1.076 -0.701 -2.047
39 H 4.686 -0.758 -3.792
40 H 3.211 0.156 -3.670
41 H 1.084 -3.108 -4.375
42 H -1.372 -2.904 -4.020
43 H -2.170 -1.435 -2.087
44 H 1.658 0.097 -1.578

## Properties
charge: +2
HOMO (alpha / beta): -15.85 / -15.85 eV
2S+1: 4
Kohn-Sham gap (alpha / beta): 7.600 / 3.424 eV
lowest unoccupied orbital energy (alpha / beta): -8.3 / -12.4 eV

***

Record 5
Density functional theory data (ωB97M-V/def2-TZVPD) for a structure of composition C14H17HfN3S.

Element x y z (Å)
1 C 2.436 0.104 1.952
2 C 3.378 0.966 1.109
3 H 1.415 0.590 2.007
4 H 2.692 -0.018 3.003
5 H 2.446 -0.963 1.589
6 H 2.861 1.496 0.287
7 H 3.810 1.728 1.769
8 H 4.211 0.405 0.685
9 C -1.048 -0.001 2.617
10 C -2.337 0.145 3.115
11 C -3.387 0.493 2.260
12 C -3.103 0.696 0.920
13 H -0.188 -0.316 3.218
14 H -2.508 -0.011 4.176
15 H -4.406 0.567 2.631
16 H -3.891 0.959 0.226
17 N -0.778 0.199 1.294
18 C -1.801 0.529 0.431
19 C -1.449 0.684 -0.989
20 N -0.157 0.362 -1.368
21 C 0.135 0.263 -2.702
22 C -2.078 0.998 -3.308
23 C -0.809 0.558 -3.681
24 H 1.147 -0.087 -2.922
25 H -0.538 0.445 -4.726
26 C -2.377 1.086 -1.954
27 H -3.329 1.453 -1.585
28 H -2.805 1.324 -4.043
29 Hf 1.120 -0.414 0.254
30 C 2.652 -1.121 -1.158
31 H 3.189 -0.336 -1.730
32 H 2.168 -1.743 -1.932
33 H 3.407 -1.793 -0.721
34 S -0.788 -3.820 -1.230
35 C 0.048 -3.067 -0.144
36 N 0.661 -2.361 0.651

## Properties
charge: +2
HOMO: -15.51 eV
Kohn-Sham gap: 7.329 eV
lowest unoccupied orbital energy: -8.2 eV

***

Record 6
Density functional theory data (ωB97M-V/def2-TZVPD) for a cluster of 2 separate species, C14H17N3 in total.

Element x y z (Å)
1 C 0.130 -2.694 0.882
2 C 0.709 -3.890 1.672
3 C 1.146 -1.808 0.280
4 C 0.851 -1.091 -0.840
5 C 2.949 -0.739 -0.131
6 N 2.465 -1.730 0.567
7 N 1.957 -0.280 -1.044
8 H -0.297 -3.208 0.007
9 H -0.494 -1.977 1.502
10 H 1.345 -4.615 1.013
11 H 0.067 -0.920 -1.653
12 H 3.849 -0.220 -0.201
13 H 2.087 0.223 -2.026
14 H 0.183 -4.539 2.232
15 H 1.417 -3.225 2.332
16 C -1.848 0.309 2.386
17 C 0.112 1.521 1.618
18 C -1.151 1.073 1.398
19 C -0.356 1.936 -0.518
20 C -1.430 1.087 -0.052
21 C -0.407 2.464 -1.822
22 C -2.340 0.496 -0.899
23 C -1.337 1.781 -2.611
24 C -2.258 0.809 -2.219
25 N 0.557 2.144 0.509
26 H 0.582 1.786 2.597
27 H 1.500 2.503 0.344
28 H -2.294 -0.802 2.187
29 H -2.949 0.623 2.311
30 H 0.283 3.294 -2.040
31 H -3.200 -0.079 -0.432
32 H -1.490 1.809 -3.679
33 H -2.789 0.414 -2.917
34 H -1.276 0.482 3.336

## Properties
charge: +1
HOMO (alpha / beta): -11.49 / -11.39 eV
2S+1: 2
Kohn-Sham gap (alpha / beta): 7.915 / 4.347 eV
lowest unoccupied orbital energy (alpha / beta): -3.6 / -7.0 eV